Entry 1:
{
  "formula": "C5H11ClNO",
  "method": "ωB97M-V/def2-TZVPD",
  "largest_force_ha_per_bohr": 0.02314,
  "de_lowest_kj_mol": 111.27,
  "total_charge": 1,
  "total_energy_ha": -787.01528,
  "homo_ev": -15.0514,
  "orbital_gap_ha": 0.377,
  "species": ["C", "C", "C", "C", "C", "N", "O", "Cl", "H", "H", "H", "H", "H", "H", "H", "H", "H", "H", "H"],
  "positions_angstrom": [[1.240, -0.024, 0.841], [2.017, 0.783, -0.136], [-0.736, -0.064, 2.320], [-0.842, 1.021, 0.184], [-0.918, -1.309, -2.570], [-0.138, 0.446, 1.106], [1.611, -0.999, 1.407], [-1.788, -0.746, -1.118], [3.054, 0.454, -0.096], [1.966, 1.844, 0.097], [1.661, 0.626, -1.152], [-0.566, 0.643, 3.134], [-1.804, -0.223, 2.193], [-0.247, -1.004, 2.591], [-0.359, 1.466, -0.672], [-0.831, -0.473, -3.261], [-1.843, 1.351, 0.423], [-1.530, -2.095, -3.006], [0.054, -1.697, -2.285]]
}

***

Entry 2:
{
  "formula": "C23H44LiO18",
  "method": "ωB97M-V/def2-TZVPD",
  "largest_force_ha_per_bohr": 0.10001,
  "de_lowest_kj_mol": 262.25,
  "total_charge": 1,
  "total_energy_ha": -2264.36367,
  "homo_ev": -12.4826,
  "orbital_gap_ha": 0.325,
  "species": ["Li", "C", "C", "O", "C", "O", "O", "H", "H", "H", "H", "C", "C", "O", "C", "O", "O", "C", "H", "H", "H", "H", "H", "H", "H", "H", "C", "C", "O", "C", "O", "O", "C", "H", "H", "H", "H", "H", "H", "H", "H", "C", "C", "O", "C", "O", "O", "C", "H", "H", "H", "H", "H", "H", "H", "H", "C", "C", "O", "C", "O", "O", "C", "H", "H", "H", "H", "H", "H", "H", "H", "C", "C", "O", "C", "O", "O", "C", "H", "H", "H", "H", "H", "H", "H", "H"],
  "positions_angstrom": [[-0.870, -0.179, -0.188], [5.285, -3.024, -4.377], [4.277, -3.680, -5.362], [2.992, -3.290, -4.890], [3.126, -2.778, -3.684], [2.148, -2.484, -3.027], [4.461, -2.638, -3.257], [5.723, -2.079, -4.698], [6.079, -3.729, -4.131], [4.364, -4.758, -5.499], [4.397, -3.251, -6.357], [6.511, -1.998, 2.996], [5.147, -2.082, 3.645], [4.555, -3.366, 3.388], [3.281, -3.346, 3.063], [2.659, -2.321, 2.722], [2.709, -4.528, 3.310], [3.419, -5.762, 3.494], [6.957, -1.048, 3.292], [6.460, -1.865, 1.915], [7.079, -2.928, 2.991], [4.530, -1.235, 3.347], [5.288, -1.921, 4.714], [3.961, -5.707, 4.439], [4.170, -5.996, 2.740], [2.754, -6.624, 3.530], [5.252, 4.052, -1.819], [4.010, 3.449, -1.254], [4.007, 3.662, 0.151], [2.902, 3.335, 0.839], [1.997, 2.622, 0.323], [3.044, 3.754, 2.045], [2.122, 3.178, 2.943], [6.081, 3.804, -1.156], [5.144, 5.062, -2.215], [5.450, 3.426, -2.689], [4.092, 2.385, -1.474], [3.146, 3.797, -1.819], [1.210, 3.734, 3.162], [2.706, 3.169, 3.863], [1.919, 2.119, 2.787], [-3.153, 6.426, 0.002], [-2.829, 5.131, 0.804], [-3.923, 4.777, 1.713], [-3.932, 3.674, 2.374], [-3.205, 2.700, 2.126], [-4.796, 3.815, 3.358], [-4.929, 2.792, 4.365], [-4.111, 6.279, -0.498], [-2.414, 6.630, -0.773], [-3.152, 7.264, 0.699], [-1.912, 5.057, 1.389], [-2.741, 4.314, 0.089], [-5.737, 2.078, 4.203], [-5.068, 3.235, 5.351], [-4.083, 2.108, 4.426], [-1.957, 4.077, -4.959], [-3.193, 3.258, -5.546], [-4.124, 3.039, -4.515], [-4.028, 2.077, -3.604], [-2.927, 1.681, -3.130], [-5.243, 1.633, -3.201], [-6.384, 2.462, -3.390], [-2.090, 5.157, -5.015], [-1.081, 3.870, -5.573], [-1.803, 3.661, -3.963], [-2.789, 2.316, -5.917], [-3.802, 3.643, -6.363], [-6.962, 2.048, -4.217], [-6.194, 3.484, -3.718], [-6.910, 2.421, -2.436], [-3.719, -6.325, -0.132], [-2.555, -6.103, 0.828], [-2.951, -5.507, 2.046], [-3.058, -4.146, 2.091], [-2.810, -3.415, 1.142], [-3.482, -3.761, 3.344], [-3.669, -4.684, 4.449], [-4.540, -6.783, 0.419], [-3.419, -6.758, -1.087], [-4.071, -5.348, -0.463], [-1.898, -5.439, 0.266], [-2.083, -7.082, 0.908], [-4.220, -5.597, 4.225], [-3.921, -4.078, 5.319], [-2.677, -5.012, 4.760]]
}

***

Entry 3:
{
  "formula": "C7H10",
  "method": "ωB97M-V/def2-TZVPD",
  "largest_force_ha_per_bohr": 0.04231,
  "de_lowest_kj_mol": 313.24,
  "total_energy_ha": -272.59869,
  "homo_ev": -9.0775,
  "smiles": "C[C@]12C[C@@H]3[C@H](C1)[C@@H]32",
  "orbital_gap_ha": 0.375,
  "species": ["C", "C", "C", "C", "C", "C", "C", "H", "H", "H", "H", "H", "H", "H", "H", "H", "H"],
  "positions_angstrom": [[1.661, -0.999, -0.240], [0.280, -0.492, 0.068], [0.254, 0.549, 1.225], [-0.495, 1.444, 0.254], [-1.480, 0.512, -0.421], [-1.215, -0.929, 0.026], [-0.051, 0.633, -0.917], [2.200, -1.484, 0.592], [1.747, -1.622, -1.137], [1.993, 0.048, -0.549], [-0.273, 0.235, 2.135], [1.255, 0.909, 1.474], [-0.637, 2.515, 0.298], [-2.298, 0.882, -1.025], [-1.640, -1.282, 0.972], [-1.485, -1.609, -0.788], [0.185, 0.691, -1.967]]
}

***

Entry 4:
{
  "formula": "C3H6N2O2",
  "method": "ωB97M-V/def2-TZVPD",
  "largest_force_ha_per_bohr": 0.00763,
  "de_lowest_kj_mol": 130.21,
  "total_energy_ha": -377.90974,
  "homo_ev": -9.8528,
  "smiles": "[H]/N=C/OCC(N)=O",
  "orbital_gap_ha": 0.397,
  "species": ["H", "N", "C", "O", "C", "C", "N", "O", "H", "H", "H", "H", "H"],
  "positions_angstrom": [[1.728, 1.182, -1.621], [1.211, 0.515, -1.052], [1.666, 0.512, 0.130], [1.159, -0.235, 1.118], [-0.074, -0.893, 0.852], [-1.131, 0.117, 0.391], [-1.789, -0.219, -0.762], [-1.383, 1.099, 1.058], [2.497, 1.104, 0.518], [0.062, -1.717, 0.144], [-0.383, -1.295, 1.820], [-2.326, 0.546, -1.151], [-1.235, -0.717, -1.445]]
}

***

Entry 5:
{
  "formula": "C9H15NS",
  "method": "ωB97M-V/def2-TZVPD",
  "largest_force_ha_per_bohr": 0.06619,
  "de_lowest_kj_mol": 729.89,
  "total_energy_ha": -804.55690,
  "homo_ev": -7.8188,
  "orbital_gap_ha": 0.314,
  "species": ["C", "C", "C", "C", "C", "C", "C", "C", "C", "N", "S", "H", "H", "H", "H", "H", "H", "H", "H", "H", "H", "H", "H", "H", "H", "H"],
  "positions_angstrom": [[3.485, -1.292, 0.967], [2.579, -0.652, 0.527], [1.511, 1.015, 2.745], [0.397, 2.626, 0.861], [-2.674, -2.473, -0.809], [-1.205, -2.402, -1.222], [-1.852, -1.271, -1.147], [-0.762, 0.887, -2.005], [-1.945, 0.193, -1.262], [1.588, 0.158, 0.114], [0.476, 0.978, 1.277], [4.379, -1.798, 1.444], [1.961, 2.035, 2.660], [0.904, 0.793, 3.628], [-0.352, 2.773, -0.016], [1.238, 3.279, 1.056], [-3.346, -2.914, -1.527], [-2.990, -2.680, 0.269], [2.403, 0.229, 2.797], [-0.279, -3.002, -1.519], [-0.255, 0.252, -2.711], [-0.001, 1.042, -1.280], [-1.157, 1.830, -2.528], [-3.035, 0.316, -1.542], [-2.049, 0.510, -0.268], [0.980, -0.433, -0.507]]
}

***

Entry 6:
{
  "formula": "C3H12N3O",
  "method": "ωB97M-V/def2-TZVPD",
  "largest_force_ha_per_bohr": 0.11423,
  "de_lowest_kj_mol": 448.64,
  "total_charge": 1,
  "total_energy_ha": -360.66385,
  "homo_ev": -11.6509,
  "orbital_gap_ha": 0.314,
  "species": ["C", "C", "C", "N", "N", "N", "O", "H", "H", "H", "H", "H", "H", "H", "H", "H", "H", "H", "H"],
  "positions_angstrom": [[-1.061, -0.860, 1.011], [1.544, 0.112, -0.572], [-0.678, -0.098, -0.146], [2.043, -1.058, -0.214], [-1.360, -0.366, -1.295], [-0.953, 1.515, 0.206], [1.801, 1.219, 0.129], [-0.725, -1.907, 0.979], [-0.709, -0.437, 2.051], [-2.191, -0.767, 1.093], [1.190, 0.319, -1.613], [1.450, -1.830, -0.332], [2.802, -0.984, 0.521], [-2.097, -1.021, -1.295], [-0.832, -0.325, -2.156], [-0.063, 1.635, 0.728], [-0.800, 2.135, -0.678], [-1.725, 1.850, 0.656], [2.364, 0.866, 0.926]]
}

***

Entry 7:
{
  "formula": "CH3NO2S",
  "method": "ωB97M-V/def2-TZVPD",
  "largest_force_ha_per_bohr": 0.04786,
  "de_lowest_kj_mol": 161.97,
  "total_energy_ha": -643.25247,
  "homo_ev": -8.7404,
  "orbital_gap_ha": 0.348,
  "species": ["C", "N", "O", "O", "S", "H", "H", "H"],
  "positions_angstrom": [[-1.799, 0.105, -0.218], [0.899, -0.620, -0.234], [-1.463, -0.949, 0.128], [0.193, 1.541, 0.753], [0.343, 0.863, -0.659], [-0.598, 1.275, 1.201], [0.554, -1.553, -0.507], [1.870, -0.662, -0.465]]
}